1.
13
Properties=species:S:1:pos:R:3 method="wB97M-V/def2-TZVPD" largest_force_ev_per_a=3.44 molar_mass_da=218.059 e_lumo_ha="-0.0301 / -0.0735" charge=0 homo_lumo_gap_ev="8.2 / 6.6" energy_ha=-889.4774
C 1.16 0.64 -0.29
C 1.04 -0.84 0.21
C -0.31 -1.38 -0.24
O 1.07 -0.89 1.63
S -3.82 1.74 0.07
I -2.08 -0.44 0.24
H 0.68 1.21 0.48
H 0.60 0.52 -1.18
H 2.12 1.15 -0.33
H 1.79 -1.55 -0.22
H -0.19 -1.78 -1.19
H 1.71 -0.39 2.04
H -3.76 2.00 -1.20

---

2.
19
Properties=species:S:1:pos:R:3 method="wB97M-V/def2-TZVPD" largest_force_ev_per_a=0.54 molar_mass_da=104.149 e_lumo_ha=0.0229 charge=0 homo_lumo_gap_ev=10.5 energy_ha=-348.1312
C -0.47 0.39 -1.76
C 0.45 -0.39 -1.19
C 1.75 0.07 -0.60
C 2.11 -0.64 0.71
H -1.36 -0.02 -2.23
H -0.35 1.47 -1.80
H 0.28 -1.47 -1.18
H 2.54 -0.12 -1.34
H 1.71 1.16 -0.45
H 3.09 -0.32 1.07
H 1.36 -0.44 1.48
H 2.15 -1.73 0.56
C -2.78 -0.21 0.18
O -3.00 0.80 0.80
H -1.98 -0.91 0.47
H -3.38 -0.47 -0.71
O -0.56 0.66 2.24
H -0.08 1.36 1.77
H -1.48 0.82 1.98

---

3.
31
Properties=species:S:1:pos:R:3 method="wB97M-V/def2-TZVPD" largest_force_ev_per_a=1.30 molar_mass_da=238.247 e_lumo_ha=-0.0100 charge=0 homo_lumo_gap_ev=8.5 energy_ha=-834.1453
C 1.71 0.87 -4.49
C 0.97 -0.45 -4.64
C 0.35 -1.03 -3.39
O 0.07 -2.21 -3.30
N 0.07 -0.15 -2.39
C -0.48 -0.59 -1.14
C 0.62 -0.94 -0.12
N 0.07 -1.41 1.12
C -0.32 -0.59 2.11
C -0.95 -1.09 3.27
C -1.29 -0.22 4.26
C -1.00 1.14 4.09
N -1.35 2.09 5.10
O -1.88 1.67 6.11
O -1.08 3.26 4.89
C -0.38 1.55 2.91
N -0.05 0.72 1.95
H 1.03 1.70 -4.28
H 2.23 1.11 -5.42
H 2.46 0.82 -3.70
H 1.65 -1.21 -5.03
H 0.17 -0.34 -5.37
H 0.41 0.80 -2.45
H -1.08 -1.48 -1.35
H -1.12 0.20 -0.73
H 1.27 -1.71 -0.54
H 1.21 -0.04 0.10
H -0.23 -2.37 1.16
H -1.15 -2.15 3.35
H -1.78 -0.54 5.17
H -0.14 2.59 2.75

---

4.
39
Properties=species:S:1:pos:R:3 method="wB97M-V/def2-TZVPD" spin_multiplicity=6 largest_force_ev_per_a=6.05 molar_mass_da=442.523 e_lumo_ha="-0.3389 / -0.2888" s2=8.7691 charge=+2 homo_lumo_gap_ev="7.2 / 8.5" energy_ha=-2539.1185
C -1.25 3.02 1.56
C -0.72 1.76 0.88
H -1.34 2.98 2.66
H -2.26 3.15 1.15
H -0.62 3.87 1.25
O -0.56 0.62 1.33
Cl -0.79 1.93 -1.02
Sm 0.46 -0.64 -0.93
P 2.34 1.42 0.22
C 3.62 0.81 1.35
C 3.31 1.59 -1.34
H 1.59 3.75 0.24
H 3.26 3.58 0.82
H 1.90 3.14 1.87
C 2.26 3.13 0.83
H 2.65 1.94 -2.15
H 4.12 2.32 -1.18
H 4.44 1.53 1.41
H 4.00 -0.16 1.00
H 3.72 0.61 -1.62
H 3.18 0.68 2.35
C 1.48 -1.52 1.13
O 1.83 -1.89 2.16
Cl 1.79 -1.38 -2.92
C -3.37 -2.80 0.75
C -1.90 -2.47 0.60
O -1.60 -1.58 -0.52
C -2.53 -1.54 -1.69
C -2.29 -2.71 -2.60
H -4.00 -1.90 0.87
H -3.51 -3.41 1.65
H -3.75 -3.40 -0.09
H -1.53 -1.98 1.51
H -1.29 -3.37 0.45
H -3.54 -1.51 -1.27
H -2.35 -0.58 -2.21
H -2.61 -3.63 -2.11
H -2.87 -2.57 -3.50
H -1.25 -2.80 -2.91

---

5.
96
Properties=species:S:1:pos:R:3 method="wB97M-V/def2-TZVPD" largest_force_ev_per_a=2.42 molar_mass_da=944.832 e_lumo_ha=0.0038 charge=0 homo_lumo_gap_ev=10.3 energy_ha=-4957.6377
F 2.17 2.79 -2.91
C 1.03 3.47 -3.21
F 1.31 4.80 -3.14
C 0.46 3.08 -4.60
F -0.72 3.70 -4.79
F 0.24 1.75 -4.49
C 1.38 3.47 -5.75
O 2.68 2.90 -5.67
C 2.88 1.70 -6.33
F 2.40 0.73 -5.56
F 2.32 1.72 -7.54
C 4.39 1.61 -6.47
F 4.97 1.28 -5.27
F 4.76 0.62 -7.34
H 0.30 3.15 -2.45
H 1.54 4.55 -5.63
H 0.84 3.38 -6.70
H 4.88 2.55 -6.74
F 4.08 1.27 6.47
C 3.80 0.29 5.55
F 2.99 -0.64 6.10
C 3.21 0.90 4.31
F 4.00 1.86 3.78
F 1.98 1.43 4.54
C 3.00 -0.21 3.23
O 4.24 -0.78 2.90
C 4.35 -1.41 1.69
F 3.46 -2.44 1.62
F 3.94 -0.56 0.72
C 5.80 -1.79 1.42
F 6.25 -2.66 2.36
F 5.83 -2.40 0.22
H 4.76 -0.20 5.33
H 2.62 0.35 2.38
H 2.27 -0.90 3.66
H 6.47 -0.94 1.45
O -2.34 2.38 -2.70
S -3.53 3.16 -2.36
O -4.75 3.00 -3.12
C -3.78 2.90 -0.54
C -3.99 4.29 -0.03
C -3.02 5.22 -0.74
C -3.16 4.94 -2.23
H -2.84 2.51 -0.16
H -4.56 2.14 -0.50
H -5.01 4.68 0.00
H -3.72 4.33 1.04
H -1.99 5.08 -0.40
H -3.19 6.27 -0.51
H -2.31 5.20 -2.85
H -4.04 5.41 -2.67
O 0.48 1.20 1.19
S -0.59 0.30 0.80
O -1.98 0.56 1.20
C -0.46 0.14 -1.00
C 0.72 -0.80 -1.18
C 0.78 -1.85 -0.05
C -0.05 -1.39 1.16
H -0.34 1.13 -1.44
H -1.35 -0.38 -1.35
H 0.66 -1.24 -2.18
H 1.65 -0.22 -1.15
H 1.81 -2.04 0.24
H 0.39 -2.82 -0.37
H 0.39 -1.41 2.15
H -0.93 -2.04 1.16
O -6.31 -2.04 -3.22
S -6.07 -0.85 -2.46
O -6.42 0.45 -2.96
C -6.72 -1.17 -0.76
C -5.56 -0.92 0.20
C -4.29 -1.37 -0.54
C -4.32 -0.81 -1.94
H -6.91 -2.24 -0.74
H -7.64 -0.61 -0.58
H -5.48 0.14 0.44
H -5.61 -1.52 1.11
H -4.26 -2.46 -0.68
H -3.36 -1.08 -0.06
H -3.57 -1.09 -2.67
H -4.13 0.26 -1.79
O 0.68 -7.04 6.14
S 1.73 -6.14 5.69
O 3.12 -6.27 6.09
C 1.60 -5.84 3.85
C 0.76 -4.59 3.67
C 1.33 -3.66 4.70
C 1.22 -4.39 6.05
H 1.53 -6.73 3.22
H 2.67 -5.65 3.69
H 0.87 -4.34 2.61
H -0.30 -4.79 3.85
H 0.95 -2.63 4.72
H 2.37 -3.44 4.43
H 0.30 -4.28 6.62
H 1.95 -4.03 6.78

---

6.
14
Properties=species:S:1:pos:R:3 method="wB97M-V/def2-TZVPD" largest_force_ev_per_a=1.75 molar_mass_da=97.117 e_lumo_ha=0.0244 charge=0 homo_lumo_gap_ev=10.9 energy_ha=-324.6894
C -1.00 1.48 0.90
C 0.04 0.41 0.94
O 0.39 -0.12 1.97
C 0.44 -0.13 -0.46
C 1.07 -1.52 -0.36
C -0.60 -0.07 -1.51
N -1.43 -0.03 -2.32
H -1.06 2.12 1.80
H -1.73 0.69 0.72
H -1.00 2.12 0.01
H 1.21 0.61 -0.75
H 0.30 -2.28 -0.20
H 1.64 -1.78 -1.25
H 1.73 -1.50 0.51

---

7.
23
Properties=species:S:1:pos:R:3 method="wB97M-V/def2-TZVPD" largest_force_ev_per_a=6.18 molar_mass_da=115.200 e_lumo_ha=-0.3237 charge=+1 homo_lumo_gap_ev=3.7 energy_ha=-346.6254
C -1.06 1.24 -0.86
N -0.07 0.59 0.11
C 1.07 0.16 -0.60
C 2.02 -0.06 0.63
C 3.24 -0.84 0.36
C 4.43 -0.37 0.07
C -2.12 2.06 -0.12
N -4.36 -2.56 0.79
H -1.54 0.64 -1.51
H -0.36 1.87 -1.56
H -4.00 -2.88 -0.11
H 1.50 1.02 -1.17
H 1.07 -0.75 -1.21
H 1.50 -0.58 1.45
H 2.28 1.04 1.01
H 3.25 -1.94 0.46
H 5.28 -0.95 -0.22
H 4.67 0.61 0.30
H -2.58 1.56 0.74
H -1.50 2.94 0.36
H -5.28 -1.96 0.63
H -2.86 2.56 -0.81
H -4.61 -3.40 1.28

---

8.
12
Properties=species:S:1:pos:R:3 method="wB97M-V/def2-TZVPD" largest_force_ev_per_a=0.30 molar_mass_da=60.096 e_lumo_ha=0.0287 charge=0 homo_lumo_gap_ev=10.3 energy_ha=-194.1980
C -1.11 -0.58 0.51
C -0.10 0.40 -0.05
C 1.35 -0.05 -0.04
O -0.33 1.69 0.15
H -2.12 -0.22 0.31
H -0.98 -1.59 0.12
H -0.96 -0.59 1.60
H -0.38 0.23 -1.50
H 1.47 -1.07 -0.41
H 1.95 0.65 -0.62
H 1.68 0.00 1.01
H -0.48 1.13 -1.09

---

9.
18
Properties=species:S:1:pos:R:3 method="wB97M-V/def2-TZVPD" largest_force_ev_per_a=6.41 molar_mass_da=110.160 e_lumo_ha=0.0386 charge=0 homo_lumo_gap_ev=9.7 energy_ha=-344.0211
N 1.89 -0.80 0.69
C 0.73 -0.19 0.08
C -0.07 -1.15 -0.66
C -1.37 -1.09 -0.50
C -1.70 -0.17 0.62
C -0.50 0.67 0.83
N -0.40 1.76 -0.16
C 0.93 1.20 -0.67
H 2.34 -1.52 0.03
H 2.71 -0.26 0.95
H 0.61 -1.89 -1.15
H -1.93 -1.87 -1.04
H -1.65 -0.86 1.58
H -2.60 0.37 0.67
H -0.22 1.11 1.83
H -1.14 1.60 -0.86
H 0.65 1.29 -1.78
H 1.73 1.79 -0.46

---

10.
8
Properties=species:S:1:pos:R:3 method="wB97M-V/def2-TZVPD" largest_force_ev_per_a=3.21 molar_mass_da=331.748 e_lumo_ha=-0.0250 charge=0 homo_lumo_gap_ev=8.2 energy_ha=-5622.8463
C -2.43 -0.07 -0.28
C 1.81 -0.02 -0.02
F -3.13 1.15 -0.41
Br -2.77 -0.89 1.37
Br 1.92 -1.46 -1.19
I -0.02 1.18 -0.38
H 2.67 0.57 -0.18
H 1.95 -0.46 1.09

---

11.
37
Properties=species:S:1:pos:R:3 method="wB97M-V/def2-TZVPD" largest_force_ev_per_a=6.32 molar_mass_da=237.346 e_lumo_ha=0.0288 charge=0 homo_lumo_gap_ev=8.8 energy_ha=-713.7675
C 1.53 2.34 3.54
C 2.29 1.73 2.46
C 2.93 2.46 1.56
N 3.72 1.64 0.73
C 3.35 0.34 1.09
C 3.70 -0.86 0.41
C 3.46 -2.01 1.07
C 3.04 -2.13 2.42
C 2.64 -0.91 3.09
C 2.74 0.27 2.32
H 2.19 2.87 4.46
H 0.99 1.63 4.20
H 0.97 3.12 3.25
H 3.11 3.49 1.52
H 4.71 1.59 0.32
H 4.30 -0.85 -0.63
H 3.94 -2.88 0.75
H 2.87 -3.14 2.89
H 2.25 -0.84 4.04
C -4.91 1.83 -1.24
C -3.83 1.49 -2.31
C -3.40 0.15 -2.47
C -4.31 -0.72 -3.03
C -4.01 -2.05 -3.27
C -2.99 -2.62 -2.55
C -2.10 -1.78 -2.01
C -2.27 -0.36 -1.85
H -4.62 2.58 -0.52
H -5.21 0.85 -0.69
H -6.10 1.88 -1.75
H -4.33 1.97 -3.17
H -2.94 2.12 -2.13
H -5.30 -0.30 -3.41
H -4.68 -2.53 -3.99
H -2.86 -3.82 -2.51
H -1.01 -2.18 -1.72
H -1.47 0.04 -1.34

---

12.
101
Properties=species:S:1:pos:R:3 method="wB97M-V/def2-TZVPD" largest_force_ev_per_a=0.97 molar_mass_da=790.837 e_lumo_ha=-0.0220 charge=0 homo_lumo_gap_ev=6.4 energy_ha=-5602.0190
Sc -0.07 -1.39 -0.19
C -0.25 -2.88 -6.05
C -0.66 -1.53 -5.48
N 0.36 -0.94 -4.64
C 0.58 -1.19 -3.35
S -0.41 -2.37 -2.53
N 1.62 -0.55 -2.81
N 1.78 -0.91 -1.53
C 2.95 -0.82 -0.99
C 4.12 -0.26 -1.72
C 3.05 -1.50 0.32
C 4.23 -1.62 1.04
C 4.25 -2.42 2.17
C 3.10 -3.08 2.57
C 1.94 -2.86 1.83
N 1.92 -2.10 0.75
H -1.05 -3.28 -6.68
H -0.05 -3.59 -5.25
H 0.65 -2.78 -6.66
H -1.57 -1.63 -4.88
H -0.88 -0.82 -6.27
H 1.02 -0.29 -5.06
H 4.14 -0.66 -2.73
H 5.07 -0.47 -1.23
H 4.02 0.83 -1.82
H 5.12 -1.11 0.71
H 5.17 -2.53 2.73
H 3.08 -3.73 3.43
H 1.00 -3.33 2.10
N -1.33 -0.66 1.62
C -2.48 -1.57 1.75
C -2.12 -2.97 1.24
O -2.79 -3.93 1.55
O -1.07 -3.00 0.46
H -0.75 -0.60 2.46
H -1.63 0.29 1.41
H -3.30 -1.20 1.14
H -2.84 -1.66 2.77
C -0.56 -2.51 4.50
N 0.31 -1.63 5.22
C 0.51 -1.78 6.64
C 1.46 -0.62 6.97
N 1.93 -0.15 5.67
C 3.37 0.00 5.46
C 1.15 -0.70 4.65
N 1.14 -0.42 3.40
C 1.95 0.69 2.93
C 1.46 1.32 1.64
N 0.17 1.95 1.80
C -0.13 3.01 1.15
N -1.28 3.72 1.44
C -2.36 3.08 2.15
C -1.61 4.59 0.32
C -0.23 4.86 -0.26
N 0.55 3.70 0.15
C 1.52 3.13 -0.75
H -1.61 -2.39 4.80
H -0.48 -2.30 3.44
H -0.29 -3.56 4.66
H 0.94 -2.76 6.88
H -0.44 -1.69 7.18
H 2.30 -0.95 7.58
H 0.95 0.18 7.51
H 3.90 -0.38 6.34
H 3.67 1.03 5.31
H 3.70 -0.59 4.60
H 2.98 0.37 2.74
H 1.99 1.50 3.67
H 1.44 0.59 0.81
H 2.24 2.03 1.35
H -3.02 3.84 2.56
H -1.94 2.50 2.97
H -2.93 2.42 1.50
H -2.11 5.49 0.66
H -2.25 4.07 -0.40
H 0.20 5.79 0.15
H -0.25 4.94 -1.35
H 1.40 3.60 -1.73
H 1.34 2.06 -0.90
H 2.55 3.29 -0.42
C -4.20 0.63 -6.65
C -3.49 0.64 -5.33
C -2.37 1.43 -5.11
C -1.71 1.45 -3.89
C -0.50 2.32 -3.73
C -2.19 0.67 -2.83
Se -1.42 0.85 -1.09
C -3.31 -0.15 -3.03
C -3.87 -1.01 -1.94
C -3.94 -0.15 -4.27
H -3.61 1.14 -7.42
H -5.17 1.13 -6.59
H -4.39 -0.39 -6.99
H -2.00 2.05 -5.92
H -0.22 2.78 -4.68
H 0.35 1.74 -3.35
H -0.68 3.12 -3.00
H -3.10 -1.66 -1.52
H -4.68 -1.64 -2.31
H -4.26 -0.39 -1.12
H -4.80 -0.79 -4.42